Density functional theory data (wB97M-V/def2-TZVPD) for 3 unconnected molecules or ions with the total composition C3F4NO4.

Positions of all 12 atoms, in Å:
C: -2.76 -0.45 0.41
C: 0.61 -0.93 1.30
C: 0.87 0.32 -2.01
N: 1.40 0.21 1.64
O: -2.95 -1.33 1.15
O: 2.49 0.01 2.13
O: -2.63 0.41 -0.31
O: 0.87 1.33 1.66
F: -0.22 -0.63 0.25
F: 1.69 -0.58 -2.61
F: -0.22 0.52 -2.78
F: 1.45 1.54 -2.01

## Properties
**Energy relative to the best compared isomer or geometry (same formula, charge and spin)**: 294.1 kJ/mol
**Charge**: -1
**Gap between HOMO and LUMO (alpha / beta)**: 7.75 / 5.39 eV